# 1
18
Properties=species:S:1:pos:R:3:forces:R:3:lowdin_charge:R:1 method="wB97M-V/def2-TZVPD" lumo_energy_ev=0.5939 orbital_gap_ha=0.3047 e_tot_ha=-551.39470 smiles="Nc1ccc(C(=O)O)cc1O"
H 3.782533 1.265021 0.475610 -2.103 -0.444 -1.089 0.178
C -1.090120 -1.642393 -0.141083 -0.831 -0.711 1.234 -0.040
H 0.919263 -2.291775 -0.273607 -0.305 0.445 0.854 0.125
H -1.429284 2.487202 -0.398970 -1.396 -0.287 0.587 0.135
O 3.228772 -0.972186 0.005203 -2.188 2.206 0.335 0.044
H -3.758525 0.464312 0.485312 1.225 -3.157 -0.675 0.168
O 2.820135 1.230627 0.130645 1.884 1.272 1.175 0.079
C 2.413439 -0.024256 0.032441 0.741 -3.483 -0.741 -0.469
H 0.480167 1.987128 -0.292599 -0.367 -0.905 0.406 0.138
C -1.936820 -0.554682 0.076026 2.238 3.509 -1.237 -0.295
C -1.296215 0.725303 -0.071280 2.364 -2.000 0.717 -0.312
C 0.893072 -0.162154 -0.090683 0.734 -0.888 1.063 -0.137
H -3.518050 -1.486774 0.311182 -1.564 2.180 0.301 0.130
C 0.075183 0.961734 -0.120803 -0.096 -0.848 -0.466 0.023
H -1.449917 -2.685500 -0.257170 0.019 0.847 0.182 0.122
N -3.276174 -0.471468 0.179613 -1.452 -1.277 0.538 0.099
C 0.262257 -1.444423 0.003903 2.469 0.338 -2.433 -0.042
O -2.051125 1.792294 -0.065620 -1.371 3.204 -0.751 0.053

# 2
18
Properties=species:S:1:pos:R:3:forces:R:3:lowdin_charge:R:1 method="wB97M-V/def2-TZVPD" lumo_energy_ev=-0.8418 orbital_gap_ha=0.3167 e_tot_ha=-551.24371 smiles="C[C@]1([N+](=O)[O-])C=CC=CC1=O"
O -1.788276 -1.608961 0.799675 -0.187 -0.920 0.388 0.115
H -2.441507 -0.726636 -1.021619 1.045 0.046 -0.700 0.100
C -1.699367 0.067606 -1.229359 -1.344 3.008 -0.509 -0.013
O -2.704113 1.371014 0.807312 -3.003 1.062 0.552 0.120
H 2.730184 0.885881 0.401559 -1.814 -0.368 -0.308 0.137
H -2.375211 1.006302 -1.291518 1.091 -1.393 -0.269 0.119
C 0.622034 0.782726 -0.282765 -0.455 0.969 -0.386 -0.022
N -1.548028 1.383335 0.979899 2.196 -2.535 -2.118 -0.341
H 2.225983 -0.700718 2.256768 0.227 0.426 0.461 0.100
H -1.039874 0.124814 -2.105916 -0.722 -0.880 -0.109 0.095
C 0.176035 -0.953261 1.876079 1.554 0.822 -0.530 0.011
C 1.663792 0.495335 0.484822 0.727 -0.915 1.329 -0.065
O -0.878782 1.879327 1.816369 0.568 1.278 1.272 0.130
H 0.821768 1.543068 -1.005334 -0.408 0.283 -0.872 0.109
C 1.404890 -0.380960 1.639856 -1.409 -1.523 0.354 -0.028
C -0.814681 0.306333 -0.057983 1.829 0.902 0.456 -0.287
C -0.838694 -0.866628 0.853335 -0.767 0.195 0.583 -0.400
H -0.212668 -1.497393 2.718824 0.872 -0.457 0.406 0.121

# 3
18
Properties=species:S:1:pos:R:3:forces:R:3:lowdin_charge:R:1 method="wB97M-V/def2-TZVPD" lumo_energy_ev="0.7268 / -2.2260" s_squared=2.029 spin_multiplicity=3 orbital_gap_ha="0.2087 / 0.2506" e_tot_ha=-551.19119
C 1.176137 1.100312 -0.249747 4.597 3.157 -0.094 -0.096
C 2.892480 -0.465901 -0.098020 2.726 -1.968 -2.203 -0.373
O 1.805137 -0.007458 -0.679521 -2.228 -0.044 -0.707 -0.013
C -1.085773 0.140812 0.030493 5.536 6.374 0.641 -0.219
C -3.030277 -0.672330 -0.183119 -3.656 -0.650 0.467 -0.106
C -2.172049 -1.713953 -0.307724 2.120 -2.527 -1.671 -0.064
O -2.375364 0.456816 0.131351 -1.603 2.089 0.839 0.034
H 3.278138 -1.275811 -0.822639 -0.676 0.801 1.357 0.151
H 1.764462 2.065713 -0.257093 -0.350 -1.305 0.087 0.163
C -0.885213 -1.198337 -0.224009 -0.810 -3.395 -0.849 -0.008
C -0.079294 1.232329 0.120226 -7.746 -2.910 1.443 -0.225
H -1.494912 2.406179 0.916725 2.361 -0.277 -0.887 0.152
H 3.532901 0.632165 1.499860 -0.656 -0.388 -0.929 0.070
H -4.137797 -0.682543 -0.082671 1.166 0.236 -0.198 0.139
N 3.660041 -0.121362 0.807421 0.674 0.582 1.841 0.128
O -0.513950 2.447308 0.635630 -1.401 -0.276 -0.056 0.027
H -2.386128 -2.719345 -0.724200 -0.117 0.831 0.788 0.129
H 0.051468 -1.624602 -0.512955 0.063 -0.331 0.130 0.112

# 4
22
Properties=species:S:1:pos:R:3:forces:R:3:lowdin_charge:R:1 method="wB97M-V/def2-TZVPD" lumo_energy_ev=5.7553 orbital_gap_ha=0.2338 total_charge=-2 e_tot_ha=-1498.24247 smiles="C/C=C/CC(SC(=O)N=C=O)=S(=O)([O-])[O-]"
C -0.409135 0.552339 -0.558936 -0.598 1.560 -1.309 -0.193
C -2.105466 -2.150310 0.313519 -2.103 0.019 0.902 -0.678
N -1.972219 -1.053055 2.850009 -0.144 3.110 1.531 0.098
H -0.012156 -2.645497 -0.462816 -1.370 0.523 0.379 0.127
H 0.376764 -0.658957 0.885080 -0.682 -0.278 -0.056 0.117
O -1.557862 -2.915958 4.073109 0.310 -0.275 1.669 -0.061
S -3.499265 -2.295667 -0.888328 -1.351 -0.115 -0.573 0.373
O -3.668441 -0.992154 -1.555432 0.185 0.227 0.830 -0.418
H -1.169844 -1.890335 -1.510460 -0.015 0.662 -1.065 0.069
S -2.141836 -3.406138 1.541101 0.568 0.727 0.226 0.868
H -0.770729 2.306877 0.531331 1.877 -0.578 0.172 0.081
C 0.193084 1.806076 0.114186 -1.719 0.341 -0.180 -0.138
C -0.865670 -1.876201 -0.493620 1.138 -1.446 1.038 -0.299
H 0.631801 2.609355 -0.533945 -0.190 -0.972 0.102 0.043
C -2.378134 -0.416609 1.828050 -0.104 -1.979 -1.892 -0.365
H 0.972257 1.481354 0.857122 -1.052 0.556 -0.353 0.065
O -2.975199 -3.230308 -1.907494 -0.122 -0.598 0.532 -0.439
C -0.334451 -0.619132 0.038872 2.328 0.519 -0.724 -0.217
C -1.847077 -2.316108 3.077994 -0.264 -2.601 -2.579 -0.804
O -4.754001 -2.761840 -0.218424 1.893 0.499 -0.428 -0.448
H -1.133691 0.659043 -1.456476 1.342 -0.022 1.504 0.137
O -2.748176 0.632030 1.428894 0.072 0.120 0.275 0.083

# 5
17
Properties=species:S:1:pos:R:3:forces:R:3:lowdin_charge:R:1 method="wB97M-V/def2-TZVPD" lumo_energy_ev=0.6388 orbital_gap_ha=0.2940 e_tot_ha=-1122.00107 smiles=S[C@@H]1Nc2ccccc2S1
C 0.029869 -0.391794 -0.361641 -1.016 2.506 1.212 -0.321
H 3.064829 1.167676 1.030537 0.791 -1.100 -0.303 0.097
H -2.766949 0.320324 -1.553332 -1.031 -0.729 -0.471 0.038
C -2.272325 0.177175 -0.620320 -0.160 -1.732 0.790 -0.895
C 1.081256 -1.261268 -0.339621 0.918 -0.635 0.045 -0.060
C -0.018762 1.040613 0.051055 0.774 -4.071 -1.570 -0.432
H 1.117857 2.525605 0.554674 1.534 1.073 0.831 0.099
H -1.464709 -1.825233 -0.929699 0.919 2.850 0.756 0.194
H -2.480223 -0.161911 1.687431 -1.481 -0.477 -0.955 -0.098
S -1.576239 1.782548 -0.391545 1.515 0.240 0.881 0.947
H 3.328527 -1.168633 0.357730 -2.444 -0.431 -0.444 0.135
C 2.267533 0.594319 0.558144 0.636 0.554 0.972 -0.126
C 1.206523 1.473621 0.451413 -2.341 0.385 -0.642 -0.133
S -3.517452 -0.440813 0.750918 2.210 1.123 0.139 0.592
H 0.942207 -2.249138 -0.788445 0.198 0.247 0.392 0.117
C 2.242020 -0.784462 0.233886 3.100 2.558 0.512 -0.082
N -1.183954 -0.798622 -0.691182 -4.122 -2.360 -2.143 -0.071

# 6
21
Properties=species:S:1:pos:R:3:forces:R:3:lowdin_charge:R:1 method="wB97M-V/def2-TZVPD" lumo_energy_ev="-5.8878 / -5.9667" s_squared=2.047 spin_multiplicity=3 orbital_gap_ha="0.2270 / 0.2388" total_charge=+1 e_tot_ha=-1894.30105
C 2.883152 -0.995488 2.365994 -0.084 0.402 0.188 -0.315
H 1.807722 -1.188671 2.570447 0.825 0.125 -0.175 0.037
C -0.514192 -1.216421 0.478587 -2.550 -3.635 2.172 -0.051
C 0.121639 1.919668 -0.676436 -0.104 2.856 -1.658 -0.286
O -1.324436 -1.937675 0.910953 2.976 3.107 -1.660 0.150
H 1.489947 1.223773 -0.540060 0.833 3.015 1.269 0.030
C -1.211999 0.976382 -0.447754 -3.162 -2.604 -0.261 -0.201
H 4.554148 -1.696714 -0.624991 -0.560 -0.736 0.033 0.057
H 3.488305 -1.915282 2.530290 -0.406 0.751 -0.237 0.058
S 3.157186 -0.361671 0.632749 -0.939 -0.347 0.884 0.789
C 3.554680 -1.911270 -0.198572 0.612 -0.126 -0.283 -0.368
H 3.264568 -0.186752 3.025335 -0.367 -0.615 -0.345 0.053
O -2.387339 1.095596 -0.379193 3.609 0.467 -0.033 0.190
O -1.655448 1.329714 3.364537 5.014 0.001 -1.874 0.028
C 1.002209 -0.826015 -2.686895 -1.689 -2.530 -6.421 -0.034
C -0.561641 1.323035 2.947298 -5.003 -0.025 1.834 0.060
Ti 0.878809 -0.155475 -0.796596 -2.460 0.917 1.961 0.432
O -0.177292 3.082518 -0.827201 1.569 -3.192 0.565 0.140
H 2.837846 -2.146375 -1.015485 0.515 -0.138 0.547 0.021
O 0.769844 -1.293272 -3.736756 1.352 1.995 4.394 0.155
H 3.588679 -2.696744 0.584068 0.019 0.312 -0.901 0.059

# 7
15
Properties=species:S:1:pos:R:3:forces:R:3:lowdin_charge:R:1 method="wB97M-V/def2-TZVPD" lumo_energy_ev=0.8951 orbital_gap_ha=0.3481 e_tot_ha=-271.46896 smiles="C1=CC=CCC=C1"
H 2.354771 1.280387 0.424145 -0.780 -0.187 -0.303 0.110
H 2.378113 -0.856073 -0.818841 -0.442 0.103 0.465 0.106
H -1.647400 1.942471 -0.826960 0.274 -0.913 0.497 0.110
H -0.559496 -0.629313 1.534259 0.430 -0.482 -0.483 0.127
C -0.764404 -1.140129 0.564925 -1.373 -0.438 1.164 -0.234
C 0.230820 1.512918 0.231168 -0.534 -0.571 -0.939 -0.085
C -1.119530 1.117836 -0.291492 1.176 0.769 0.114 -0.111
C 0.452155 -1.481053 -0.203917 1.470 1.063 0.160 -0.082
H -1.346582 -2.050757 0.819311 0.215 0.548 -0.269 0.112
H -2.459462 -0.455382 -0.811271 0.653 0.347 0.853 0.114
C -1.584876 -0.129322 -0.193752 -0.526 -0.446 -1.426 -0.107
H 0.591735 -2.468551 -0.651955 -0.184 0.348 0.127 0.103
H 0.270822 2.559908 0.441853 0.390 0.546 0.339 0.079
C 1.460326 -0.562213 -0.276903 -0.068 -1.689 -1.201 -0.128
C 1.395092 0.794848 0.151547 -0.701 1.001 0.901 -0.113